This record from the Open Molecules 2025 dataset describes a single H3INPS molecule. The level of theory is wB97M-V/def2-TZVPD.

Results
ΔE to the lowest compared entry with this formula, charge and spin = 2.8667 eV
E_tot = -29759.242 eV
SMILES = N=[S@@H](=P)I
LUMO (spin up / spin down) = -2.311 / -2.344 eV
Spin multiplicity = 1

XYZ file:
```
7
Properties=species:S:1:pos:R:3:forces:R:3:lowdin_charge:R:1
N 0.206950 -1.507938 -0.697272 0.159 -0.257 0.375 -0.44
S -0.320488 -0.195026 -0.111487 1.142 -0.509 1.981 0.06
P 0.754464 1.614699 -0.350811 -0.927 0.371 0.695 0.46
I -3.183817 -0.044931 -0.048040 0.252 0.023 0.042 0.06
H 0.174437 -1.682522 -1.685527 -0.284 0.360 -0.393 -0.01
H 0.069504 -0.394880 1.276960 -1.062 0.318 -1.809 0.04
H -0.114176 2.100828 0.756835 0.718 -0.308 -0.891 -0.16
```
Forces are in eV/Å.

=====

This record from the Open Molecules 2025 dataset describes 2 unconnected molecules or ions with the total composition C10H13ClF2Si. The level of theory is wB97M-V/def2-TZVPD.

Results
ΔE to the lowest compared entry with this formula, charge and spin = 0.2957 eV
E_tot = -36411.902 eV
LUMO (spin up / spin down) = 0.083 / -0.667 eV
Spin multiplicity = 1

XYZ file:
```
27
Properties=species:S:1:pos:R:3:forces:R:3:lowdin_charge:R:1
C 2.952919 -1.017658 -0.963908 -1.268 1.079 2.270 -0.07
C 3.424440 -0.819146 0.356516 -0.551 1.004 -0.694 -0.07
C 1.923384 -0.197875 -1.393458 -0.038 0.570 -2.253 -0.04
C 3.024821 0.324764 1.080409 1.023 -0.965 1.198 -0.03
C 1.495698 0.979293 -0.720837 2.377 -0.564 1.999 -0.21
C 2.168010 1.232763 0.529666 -1.117 -0.192 -0.075 -0.23
C -1.039758 0.056874 1.757714 -2.005 0.103 0.015 -0.22
C -3.470662 0.837254 -0.451419 0.906 0.735 -0.858 -0.26
C -2.079553 -2.097671 -0.248083 -0.955 1.400 -0.691 -0.70
C 0.591617 1.814197 -1.284030 -2.186 1.185 0.407 -0.09
F 1.802784 2.307270 1.272904 0.133 -0.248 -0.403 0.06
F -0.151261 2.736476 -0.628230 0.865 0.184 0.663 0.01
Si -1.970823 -0.175517 0.031238 2.391 0.647 -0.108 0.71
Cl -3.729968 -2.593179 -0.731727 -0.446 -0.098 -0.021 0.47
H 3.181497 -1.918300 -1.445071 0.446 -0.942 -0.964 0.08
H 4.075192 -1.521033 0.831041 0.346 -0.313 0.084 0.09
H 1.459717 -0.293851 -2.419573 0.584 -0.374 1.257 0.13
H 3.392018 0.415005 2.147728 -0.528 0.269 -1.491 0.14
H -0.798962 1.089858 2.100220 -1.464 -0.291 -0.065 0.03
H -1.639573 -0.599679 2.504418 1.477 1.273 -0.753 0.05
H -0.005293 -0.172145 1.660506 0.808 -1.581 -0.271 -0.03
H -4.223547 0.347998 0.095862 -1.677 -0.493 0.382 -0.02
H -3.506993 1.937996 -0.187423 0.438 -1.374 -0.455 0.05
H -3.577515 0.639008 -1.558454 -0.237 0.440 1.218 0.04
H -1.966704 -2.349405 0.762406 0.351 -1.205 1.419 -0.02
H -1.440146 -2.675573 -0.902726 0.486 0.485 0.094 0.02
H 0.108657 1.712278 -2.195678 -0.157 -0.731 -1.902 0.10
```
Forces are in eV/Å.

=====

This record from the Open Molecules 2025 dataset describes a molecular structure, C39H42FIrN5O7SSiTe. The level of theory is wB97M-V/def2-TZVPD.

Results
ΔE to the lowest compared entry with this formula, charge and spin = 5.2929 eV
Charge = +2
E_tot = -94452.539 eV
LUMO (spin up / spin down) = -5.809 / -6.403 eV
Spin multiplicity = 2

XYZ file:
```
98
Properties=species:S:1:pos:R:3:forces:R:3:lowdin_charge:R:1
Ir 0.846180 -0.206142 1.782960 -2.061 -1.425 -1.748 1.24
C -1.661020 -5.359242 3.183160 -0.203 0.149 -0.689 -0.17
Si -2.518520 -4.808242 1.579560 -0.218 -0.219 -0.079 0.57
C -1.624820 -5.328342 -0.016740 -0.241 0.116 0.704 -0.17
C -4.310120 -5.434342 1.555660 0.683 0.285 0.011 -0.17
C -2.590420 -2.893542 1.578060 0.105 -0.341 0.076 -0.23
C -3.778420 -2.187342 1.455660 0.218 -0.112 0.012 -0.05
C -3.794720 -0.798642 1.460460 0.340 0.328 0.142 -0.03
C -2.598720 -0.128642 1.653760 -0.790 0.506 -0.137 -0.13
N -1.459720 -0.783842 1.807960 2.002 0.230 -0.184 -0.15
C -1.431920 -2.123342 1.719460 -0.014 0.161 -0.055 -0.80
S 0.181080 -2.747442 1.775160 1.485 1.681 0.229 0.66
H -1.764120 -6.432542 3.303960 -0.030 -0.241 -0.001 0.03
H -2.109220 -4.889142 4.053860 -0.139 0.125 0.091 0.03
H -0.601020 -5.126842 3.180860 0.149 0.027 -0.004 0.00
H -1.653020 -6.407442 -0.121440 0.008 -0.259 -0.008 0.03
H -0.584520 -5.019742 -0.013440 0.176 0.058 0.010 0.00
H -2.103820 -4.900542 -0.892640 -0.148 0.123 -0.087 0.03
H -4.309420 -6.519042 1.572160 0.032 -0.241 0.005 0.03
H -4.845520 -5.127942 0.662360 -0.071 0.084 -0.182 0.03
H -4.870820 -5.100742 2.423360 -0.080 0.087 0.175 0.04
H -4.703520 -2.730642 1.347860 -0.183 -0.058 -0.025 0.11
H -4.713720 -0.247342 1.343660 -0.038 0.092 0.007 0.11
H -2.537420 0.948158 1.695260 0.020 0.144 -0.043 0.12
C -1.347020 4.076758 -4.605140 0.226 -0.055 -0.024 -0.05
C 0.112780 3.766958 -4.283840 -0.383 0.421 -0.421 -0.18
N 0.221080 2.654758 -3.350240 0.148 0.117 0.420 -0.03
C 0.202380 2.945858 -2.038840 0.033 -0.228 0.091 0.05
C 0.238480 2.032658 -1.023840 0.118 -0.282 0.659 -0.01
C 0.164380 2.614258 0.394360 0.449 0.903 -1.600 -0.60
O 0.181780 3.827658 0.497460 -0.162 -0.116 0.068 0.08
O 0.037280 1.806558 1.362460 0.648 -1.788 1.992 -0.15
C 0.328580 0.637858 -1.321040 -0.074 1.411 -0.499 -0.28
O 0.354180 -0.305342 -0.505540 0.665 -1.063 1.767 -0.08
C 0.373980 0.339858 -2.752140 -0.103 -0.188 -0.042 -0.04
C 0.499180 -0.995142 -3.145640 0.002 0.111 -0.339 0.10
C 0.520980 -1.337742 -4.468540 0.006 0.003 0.339 -0.18
F 0.695680 -2.643642 -4.769740 0.024 0.087 -0.052 0.07
C 0.372480 -0.380642 -5.492040 -0.108 0.235 0.587 -0.13
C 0.245980 0.946158 -5.090140 0.087 0.009 -0.047 0.06
C 0.281980 1.338858 -3.743840 0.079 -0.754 0.151 -0.11
N 0.289080 -0.718542 -6.843440 -0.156 -0.110 -0.237 -0.10
C 0.939080 0.084858 -7.855440 0.067 0.049 -0.101 -0.12
C -0.046520 0.279758 -9.022340 0.628 0.663 0.184 -0.07
N -0.945320 -0.908742 -9.079540 -0.532 -0.012 -0.191 0.06
C -0.201120 -2.150042 -8.753840 0.378 -0.635 0.238 -0.08
C 0.167980 -2.108542 -7.263740 -0.021 -0.200 0.157 -0.13
H -1.406120 4.907258 -5.303140 -0.026 0.063 -0.075 0.08
H -1.877720 4.359158 -3.698940 -0.065 0.002 0.054 0.09
H -1.845020 3.212758 -5.042040 -0.065 -0.044 -0.032 0.07
H 0.574280 4.641058 -3.820640 0.070 -0.182 -0.037 0.13
H 0.677980 3.541658 -5.188340 0.065 0.013 0.120 0.12
H 0.149080 3.990958 -1.763240 0.003 0.051 -0.019 0.15
H 0.605380 -1.753242 -2.385840 -0.001 -0.124 0.048 0.14
H 0.098880 1.700058 -5.844840 -0.057 0.068 -0.098 0.10
H 1.852180 -0.414042 -8.203840 -0.010 0.067 -0.024 0.14
H 1.238980 1.051358 -7.456940 -0.030 -0.062 -0.093 0.13
H 0.494880 0.374258 -9.964240 -0.181 -0.130 -0.039 0.14
H -0.659520 1.171458 -8.881540 -0.064 -0.169 -0.036 0.14
H -1.397920 -0.973242 -9.997240 0.034 0.017 0.202 0.20
H -1.678420 -0.798442 -8.368040 0.089 0.053 -0.224 0.19
H 0.682280 -2.199442 -9.391240 -0.126 0.142 -0.047 0.14
H -0.817020 -3.025642 -8.961540 -0.027 0.171 -0.076 0.15
H 1.091880 -2.681042 -7.113640 -0.141 0.020 -0.094 0.14
H -0.619620 -2.582242 -6.673840 0.105 0.006 -0.113 0.14
O 3.026980 -0.727742 1.606860 -2.230 0.263 -0.780 -0.10
C 4.020480 -0.149142 2.044860 0.943 0.793 0.652 -0.16
C 4.114880 0.832058 3.079260 -0.750 0.197 0.163 -0.11
C 5.377180 1.387158 3.334660 0.286 0.370 0.229 0.06
C 5.537580 2.377658 4.276460 -0.777 -0.618 -0.399 -0.14
C 4.438580 2.833958 5.024660 0.208 -0.064 -0.086 0.04
C 3.201880 2.296158 4.815160 -0.314 -0.342 -0.190 0.02
C 2.971580 1.292258 3.826260 1.217 0.264 -0.230 -0.32
O 1.778880 0.871058 3.638160 -1.451 -0.620 -0.513 -0.29
N 6.843480 2.971258 4.470660 0.140 -0.043 -0.078 -0.37
O 6.932580 3.873358 5.269260 0.039 0.273 0.275 0.10
O 7.752880 2.524958 3.807260 0.361 -0.066 -0.144 0.09
H 4.992280 -0.402542 1.585660 -0.258 -0.252 0.055 0.15
H 6.236980 1.050858 2.770860 0.054 0.020 0.014 0.13
H 4.587680 3.617958 5.755160 0.016 -0.025 -0.020 0.13
H 2.344880 2.645558 5.372560 -0.067 0.048 0.035 0.12
C 0.447680 -0.093642 6.452960 0.364 -0.082 -0.146 -0.34
Te -0.263320 -0.690342 4.502560 -0.201 0.407 0.936 1.67
C -1.147820 1.256458 4.502660 -0.029 0.069 -0.334 -0.34
C -1.159120 1.737758 5.919660 0.136 -0.207 0.387 -0.28
C -1.937020 2.826358 6.291660 0.007 -0.026 -0.044 -0.03
C -2.003720 3.208058 7.619160 -0.011 0.051 -0.023 -0.06
C -1.286920 2.512058 8.580060 0.027 0.032 0.020 -0.06
C -0.481820 1.449258 8.211460 0.007 -0.026 0.042 -0.03
C -0.414120 1.056558 6.882060 -0.333 0.185 -0.305 -0.29
H 1.493580 0.211858 6.374960 0.021 -0.124 -0.163 0.07
H 0.390680 -0.934442 7.142260 -0.031 -0.133 -0.131 0.07
H -2.158420 1.196258 4.101360 0.031 -0.132 -0.062 0.06
H -0.545820 1.883258 3.839760 0.044 -0.137 -0.072 0.06
H -2.499220 3.363058 5.540360 -0.076 0.037 -0.031 0.12
H -2.627020 4.041258 7.905460 -0.043 0.066 0.033 0.11
H -1.363320 2.794658 9.618460 0.032 0.034 0.090 0.11
H 0.082480 0.912558 8.960160 0.045 -0.052 0.079 0.12
```
Forces are in eV/Å.

=====

Question: Look up the E_tot of the first one.
Answer: -29759.242 eV

=====

Repeat the second record exactly.
This record from the Open Molecules 2025 dataset describes 2 unconnected molecules or ions with the total composition C10H13ClF2Si. The level of theory is wB97M-V/def2-TZVPD.

Results
ΔE to the lowest compared entry with this formula, charge and spin = 0.2957 eV
E_tot = -36411.902 eV
LUMO (spin up / spin down) = 0.083 / -0.667 eV
Spin multiplicity = 1

XYZ file:
```
27
Properties=species:S:1:pos:R:3:forces:R:3:lowdin_charge:R:1
C 2.952919 -1.017658 -0.963908 -1.268 1.079 2.270 -0.07
C 3.424440 -0.819146 0.356516 -0.551 1.004 -0.694 -0.07
C 1.923384 -0.197875 -1.393458 -0.038 0.570 -2.253 -0.04
C 3.024821 0.324764 1.080409 1.023 -0.965 1.198 -0.03
C 1.495698 0.979293 -0.720837 2.377 -0.564 1.999 -0.21
C 2.168010 1.232763 0.529666 -1.117 -0.192 -0.075 -0.23
C -1.039758 0.056874 1.757714 -2.005 0.103 0.015 -0.22
C -3.470662 0.837254 -0.451419 0.906 0.735 -0.858 -0.26
C -2.079553 -2.097671 -0.248083 -0.955 1.400 -0.691 -0.70
C 0.591617 1.814197 -1.284030 -2.186 1.185 0.407 -0.09
F 1.802784 2.307270 1.272904 0.133 -0.248 -0.403 0.06
F -0.151261 2.736476 -0.628230 0.865 0.184 0.663 0.01
Si -1.970823 -0.175517 0.031238 2.391 0.647 -0.108 0.71
Cl -3.729968 -2.593179 -0.731727 -0.446 -0.098 -0.021 0.47
H 3.181497 -1.918300 -1.445071 0.446 -0.942 -0.964 0.08
H 4.075192 -1.521033 0.831041 0.346 -0.313 0.084 0.09
H 1.459717 -0.293851 -2.419573 0.584 -0.374 1.257 0.13
H 3.392018 0.415005 2.147728 -0.528 0.269 -1.491 0.14
H -0.798962 1.089858 2.100220 -1.464 -0.291 -0.065 0.03
H -1.639573 -0.599679 2.504418 1.477 1.273 -0.753 0.05
H -0.005293 -0.172145 1.660506 0.808 -1.581 -0.271 -0.03
H -4.223547 0.347998 0.095862 -1.677 -0.493 0.382 -0.02
H -3.506993 1.937996 -0.187423 0.438 -1.374 -0.455 0.05
H -3.577515 0.639008 -1.558454 -0.237 0.440 1.218 0.04
H -1.966704 -2.349405 0.762406 0.351 -1.205 1.419 -0.02
H -1.440146 -2.675573 -0.902726 0.486 0.485 0.094 0.02
H 0.108657 1.712278 -2.195678 -0.157 -0.731 -1.902 0.10
```
Forces are in eV/Å.

=====

Question: Which value of spin multiplicity does entry 2 give?
Answer: 1

=====

Question: Which of these has the lowest E_tot?
Answer: C39H42FIrN5O7SSiTe